[1]
ORCA calculation (ωB97M-V/def2-TZVPD) on a structure of composition C17H20Cl3N4O2PSSc at a distorted geometry.

Summary:
- charge = +1
- HOMO energy (eV) = -10.9854
- F_max (eV/Å) = 1.5
- orbital gap (eV) = 7.65

XYZ file:
```
49
C17H20Cl3N4O2PSSc | OMol25 | ωB97M-V/def2-TZVPD
Sc 0.58896 0.48180 -0.62823
C 1.72590 -3.69288 -1.40487
C 1.66453 -2.27173 -0.96064
N 0.99651 -1.35778 -1.57414
N 0.33737 -1.60198 -2.73365
C 0.16810 -0.52645 -3.47352
N -0.54425 -0.67758 -4.61455
S 0.80395 1.06107 -3.14824
C 2.46494 -1.77504 0.17552
C 3.10268 -2.62704 1.06303
C 3.89881 -2.09159 2.06379
C 4.04729 -0.71766 2.13514
C 3.36748 0.06850 1.21905
N 2.58922 -0.43153 0.26425
H 1.21641 -3.78959 -2.35892
H 1.23457 -4.33873 -0.67406
H 2.76016 -4.02133 -1.50950
H -0.73315 -1.61632 -4.93127
H -0.42802 0.03485 -5.31409
H 2.97280 -3.69626 0.97346
H 4.39653 -2.73988 2.77182
H 4.67648 -0.25831 2.88377
H 3.45266 1.14860 1.25315
Cl 0.16050 3.66740 5.76652
C 0.17412 2.59816 4.41408
C 0.38996 3.10550 3.14487
C 0.38735 2.22338 2.08347
Cl 0.69632 2.79227 0.44900
C 0.16689 0.84514 2.21041
O 0.14478 0.04811 1.16718
C -0.00991 0.38040 3.52650
Cl -0.21004 -1.31613 3.74781
C -0.01895 1.23645 4.61010
H 0.56035 4.16170 2.98865
H -0.17471 0.84498 5.60536
C -3.70146 -0.59739 -1.31758
P -2.86253 0.99414 -1.38930
C -3.05179 1.67339 -3.04516
C -3.68052 2.14354 -0.26779
O -1.40741 0.82663 -1.00430
H -4.75551 -0.50158 -1.57732
H -3.60483 -0.99871 -0.30887
H -3.21222 -1.27397 -2.01916
H -4.10434 1.85204 -3.26714
H -2.63468 0.97511 -3.76856
H -2.49673 2.60985 -3.09627
H -4.73285 2.24503 -0.53264
H -3.18865 3.11226 -0.35593
H -3.59307 1.78915 0.75876
```

Atom charges from the natural (NBO) analysis, given in e for atoms 1 to 2:
1 Sc 1.584
2 C -0.692


[2]
ORCA calculation (ωB97M-V/def2-TZVPD) on a structure of composition C17H20Cl3NO4SSn at a distorted geometry.

Summary:
- charge = -2
- HOMO energy (spin up / spin down) (eV) = 0.8348 / 0.8270
- F_max (eV/Å) = 3.6
- orbital gap (spin up / spin down) (eV) = 2.56 / 2.57
- energy relative to the best compared isomer or geometry (same formula, charge and spin) (kJ/mol) = 339.0

XYZ file:
```
47
C17H20Cl3NO4SSn | OMol25 | ωB97M-V/def2-TZVPD
C 2.71127 0.45525 0.12186
C 2.40397 1.51131 1.02971
C 1.73260 2.53142 0.30229
C 2.75989 1.57817 2.46284
C 1.68493 2.14014 -1.06981
C 2.28604 0.84629 -1.18323
C 2.50510 0.10281 -2.43308
C 3.39937 -0.80358 0.46063
C 1.16246 3.75500 0.90126
C 1.07793 2.93039 -2.15804
Sn -1.36906 -0.19859 1.62517
Cl -1.24745 0.78315 3.59107
Cl 0.24985 -1.93809 1.58633
Cl -1.36603 1.49427 0.02528
H 3.54484 0.85289 2.70322
H 1.90023 1.37300 3.12347
H 3.13296 2.58413 2.72243
H 0.51846 3.52094 1.76540
H 0.55931 4.30278 0.16736
H 1.95730 4.42858 1.25824
H 0.04827 3.23951 -1.91929
H 1.04747 2.33836 -3.07872
H 1.66701 3.84051 -2.35229
H 1.77161 0.42432 -3.18102
H 2.34924 -0.99427 -2.31421
H 3.51106 0.32245 -2.84080
H 3.26028 -1.04046 1.52190
H 4.48123 -0.75852 0.24577
H 2.96737 -1.62711 -0.12146
O 0.90647 -2.09623 -2.43369
H 0.12804 -2.10721 -1.80803
O -3.64666 -1.40585 2.89293
C -3.90505 -1.69318 1.70296
N -3.01883 -1.30469 0.73482
S -3.33248 -1.90077 -0.82492
O -3.43529 -0.76807 -1.70704
O -2.38335 -2.95847 -1.09523
C -4.91136 -2.53283 -0.24164
C -5.96086 -3.03446 -1.00232
C -7.15531 -3.41246 -0.37418
C -7.29025 -3.27531 1.02397
C -6.24481 -2.75378 1.79065
C -5.04905 -2.39738 1.12574
H -5.80058 -3.10584 -2.07082
H -7.96675 -3.80908 -0.99147
H -8.22956 -3.59412 1.47684
H -6.32374 -2.61694 2.87615
```

Atom charges from the natural (NBO) analysis, given in e for atoms 1 to 2:
1 C -0.154
2 C -0.148


[3]
ORCA calculation (ωB97M-V/def2-TZVPD) on a structure of composition C17H20ClIrN2OSi.

Summary:
- charge = +1
- HOMO energy (spin up / spin down) (eV) = -10.5414 / -11.0683
- 2S+1 = 2
- F_max (eV/Å) = 0.3
- orbital gap (spin up / spin down) (eV) = 5.69 / 6.21
- energy relative to the best compared isomer or geometry (same formula, charge and spin) (kJ/mol) = 80.4

XYZ file:
```
43
C17H20ClIrN2OSi | OMol25 | ωB97M-V/def2-TZVPD
Ir 1.67185 0.81012 -0.86333
C -1.40293 3.13124 -2.35078
Si -0.41248 1.57780 -2.60564
C 1.34120 2.13388 -3.08857
C -0.94967 0.52517 -4.04746
N -0.26739 0.65392 -1.08947
C -1.40631 0.09564 -0.52810
C -2.66810 0.15209 -1.14788
C -3.79908 -0.39137 -0.57124
C -3.74090 -1.00125 0.67552
C -2.52521 -1.06200 1.33011
C -1.40398 -0.54200 0.71040
O -0.17525 -0.45200 1.36021
C 0.30573 -1.26484 2.22249
C 1.48169 -0.66322 2.90195
C 2.05535 -1.51190 3.98632
C 1.54341 -2.70752 4.30203
C 0.47634 -3.24706 3.50603
C -0.13882 -2.56761 2.49384
H -1.34314 3.76051 -3.24192
H -0.99222 3.69776 -1.51277
H -2.45751 2.94927 -2.14625
H 1.07125 2.63436 -4.02680
H 2.05114 1.35975 -3.39113
H 1.83283 2.89589 -2.48275
H -0.92974 1.12950 -4.95799
H -1.94386 0.09053 -3.96343
H -0.24063 -0.29494 -4.18125
H -2.77230 0.64201 -2.10365
H -4.74304 -0.32020 -1.09435
H -4.62909 -1.40095 1.14301
H -2.46783 -1.46600 2.33161
H 1.06649 0.23192 3.40036
H 2.93131 -1.11066 4.47875
H 1.96556 -3.31064 5.09263
H 0.15521 -4.26247 3.70775
H -0.91339 -3.02589 1.89743
Cl 4.03229 1.12123 -1.16489
C 4.05581 0.42060 0.51670
H 4.52064 1.15431 1.16764
H 4.63069 -0.49907 0.47718
N 2.55628 -0.25901 2.02413
C 2.57778 0.19307 0.83355
```

Atom charges from the natural (NBO) analysis, given in e for atoms 1 to 2:
1 Ir 0.495
2 C -1.140


[4]
ORCA calculation (ωB97M-V/def2-TZVPD) on a structure of composition C17H20ClN3O8Pd at a distorted geometry.

Summary:
- HOMO energy (spin up / spin down) (eV) = -7.6997 / -7.6996
- F_max (eV/Å) = 1.4
- orbital gap (spin up / spin down) (eV) = 6.30 / 6.26

XYZ file:
```
50
C17H20ClN3O8Pd | OMol25 | ωB97M-V/def2-TZVPD
Pd 2.67049 1.36475 -0.96790
C 2.99454 3.77672 3.84019
O 2.82841 2.54456 3.13677
C 2.92277 2.50077 1.80978
O 2.85987 1.41505 1.26365
N 3.13127 3.68963 1.16777
N 3.04745 3.68027 -0.22983
H 2.99887 3.51173 4.89205
H 2.15418 4.44771 3.64905
H 3.94027 4.25168 3.57862
H 2.80936 4.52386 1.63447
H 3.79097 4.23269 -0.63511
H 2.11383 3.97543 -0.50986
O 5.78573 0.27004 -3.12591
Cl 4.55136 0.59635 -2.53301
O 3.81015 1.62868 -3.23576
O 3.67494 -0.54345 -2.33307
O 4.74559 1.17588 -1.13010
C -2.27856 -5.12040 0.95659
C -1.87761 -4.28960 -0.23401
C -1.77882 -4.88811 -1.48383
C -1.39385 -4.15669 -2.59712
C -1.14933 -2.80253 -2.46958
C -1.25185 -2.18794 -1.22631
N -0.96870 -0.79889 -1.15200
C -1.83794 0.14973 -0.67411
C -3.20199 -0.17342 -0.54906
C -4.11579 0.74077 -0.08066
C -3.72089 2.02814 0.28660
C -2.39122 2.35856 0.16813
C -1.43510 1.44971 -0.30564
C -0.04120 1.95890 -0.34150
O 0.30273 2.98881 0.21785
O 0.79558 1.22234 -1.06112
C -1.58140 -2.92733 -0.08683
C -1.58758 -2.29587 1.27805
H -2.58837 -6.11530 0.64112
H -3.10443 -4.66798 1.50758
H -1.45152 -5.23824 1.66019
H -2.00178 -5.94337 -1.58168
H -1.31049 -4.63485 -3.56381
H -0.88735 -2.19949 -3.32929
H -0.04444 -0.49380 -1.40760
H -3.52569 -1.16291 -0.84231
H -5.15704 0.45241 -0.00946
H -4.44016 2.74866 0.64849
H -2.04171 3.34386 0.44509
H -0.92212 -1.43479 1.31410
H -1.25949 -3.00725 2.03417
H -2.58198 -1.94547 1.56612
```

Atom charges from the natural (NBO) analysis, given in e for atoms 1 to 2:
1 Pd 1.177
2 C -0.274


[5]
ORCA calculation (ωB97M-V/def2-TZVPD) on an isolated molecule of C17H20ClN7O3S at a distorted geometry.

Summary:
- HOMO energy (eV) = -8.7887
- F_max (eV/Å) = 3.7
- orbital gap (eV) = 8.71
- SMILES = CCn1c(NS(=O)(=O)[C@@H](C)[C@H](OC)c2ncc(Cl)cn2)nnc1-c1ccccn1

XYZ file:
```
49
C17H20ClN7O3S | OMol25 | ωB97M-V/def2-TZVPD
C 0.80866 3.91526 0.80119
C 1.11065 2.52565 1.40843
N 1.35588 1.52726 0.34420
C 0.41993 0.75748 -0.26524
N -0.88541 0.56322 0.07955
S -1.12892 -0.39358 1.40723
O -2.47207 -0.13159 1.87851
O -0.15948 -0.12189 2.47558
C -0.94605 -2.11789 0.77575
C -0.22597 -2.97180 1.82206
C -2.34082 -2.74603 0.48833
O -2.07931 -4.01703 -0.09746
C -3.15176 -4.98419 -0.06003
C -3.23839 -1.95570 -0.43408
N -2.63722 -1.20086 -1.34784
C -3.37260 -0.67091 -2.33550
C -4.71330 -0.92709 -2.38163
Cl -5.65209 -0.23378 -3.70751
C -5.31254 -1.67237 -1.37067
N -4.57551 -2.12302 -0.38011
N 0.95553 0.13044 -1.27913
N 2.24386 0.54494 -1.38138
C 2.49404 1.41216 -0.44987
C 3.76619 2.15903 -0.34199
C 4.67724 2.10190 -1.41317
C 5.89220 2.72841 -1.31088
C 6.17271 3.48522 -0.17351
C 5.23032 3.55450 0.83713
N 4.04327 2.88623 0.77085
H 1.53942 4.20070 0.05265
H 0.80126 4.66949 1.61276
H -0.20230 3.92500 0.28636
H 0.27330 2.23209 2.03241
H 1.94274 2.57996 2.08455
H -1.43854 0.09757 -0.65326
H -0.33056 -2.09061 -0.12599
H -0.85637 -3.11582 2.69020
H 0.05372 -3.96697 1.43458
H 0.70779 -2.49530 2.11579
H -2.85224 -2.84606 1.42901
H -2.72366 -5.95183 0.22420
H -3.59695 -5.07681 -1.03248
H -3.97330 -4.71506 0.64235
H -2.92014 -0.00060 -3.06304
H -6.35576 -1.85934 -1.38089
H 4.45694 1.59074 -2.32642
H 6.60567 2.61774 -2.11872
H 7.12685 3.99097 0.00748
H 5.46307 4.19018 1.72966
```

Atom charges from the natural (NBO) analysis, given in e for atoms 1 to 2:
1 C -0.616
2 C -0.223


> What is the F_max in the first record?

1.5 eV/Å


> Which value of F_max does entry 3 give?

0.3 eV/Å


> Number 1 is which compound?

C17H20Cl3N4O2PSSc